Entry 1:
Below is the ion C5H12NO2 with charge -1 at a distorted geometry, with properties calculated with ωB97M-V/def2-TZVPD.

Geometry as XYZ:
```
20
C5H12NO2, DFT ωB97M-V/def2-TZVPD
O -0.230 2.217 0.605
O -1.960 -2.479 0.507
N 2.557 0.172 -0.296
C -1.496 -1.193 0.742
C 0.204 -0.380 -0.932
C 1.112 0.336 0.073
C 0.897 1.967 0.064
C -1.211 -0.468 -0.584
H -1.765 -0.940 -1.399
H -0.760 -1.291 1.649
H 3.138 0.782 0.197
H 2.696 0.413 -1.281
H 0.272 0.072 -2.025
H -2.316 -0.645 1.358
H 1.792 2.496 0.606
H -1.677 -2.849 -0.358
H 0.633 -1.329 -1.340
H 1.090 2.210 -1.025
H -1.639 0.561 -0.470
H 1.119 -0.154 1.078
```

Results
2S+1 = 1
DFT total energy = -10962.6763 eV
SMILES = N[C@@H](C[O-])CCCO
charge = -1
energy relative to the best compared isomer or geometry (same formula, charge and spin) = 416.22 kJ/mol
HOMO-LUMO gap = 0.2168 Ha

=====

Entry 2:
Below is a cluster of 2 separate species, C5H12NO2 in total at a distorted geometry, with properties calculated with ωB97M-V/def2-TZVPD.

Geometry as XYZ:
```
20
C5H12NO2, DFT ωB97M-V/def2-TZVPD
O 1.307 1.969 -0.629
O -1.071 1.546 -1.246
N 0.533 -1.578 -0.011
C 0.417 -0.261 -0.233
C 1.637 0.670 -0.490
C -0.868 0.149 -1.004
C -0.492 0.877 1.812
C 0.097 -0.506 1.350
H -0.450 1.035 2.889
H -1.209 -3.236 -2.041
H -0.504 -3.385 -2.186
H 2.353 0.467 0.336
H -0.925 -0.333 -1.984
H -1.510 0.984 1.451
H -0.771 -1.136 1.550
H 2.180 0.173 -1.333
H -1.703 -0.274 -0.424
H 0.111 1.667 1.356
H -0.144 1.922 -1.034
H 1.013 -0.751 1.869
```

Results
2S+1 = 1
DFT total energy = -10959.8909 eV
charge = -1
energy relative to the best compared isomer or geometry (same formula, charge and spin) = 684.97 kJ/mol
HOMO-LUMO gap = 0.2565 Ha

=====

Entry 3:
Below is the ion C5H12NO2 with charge -1 at a distorted geometry, with properties calculated with ωB97M-V/def2-TZVPD.

Geometry as XYZ:
```
20
C5H12NO2, DFT ωB97M-V/def2-TZVPD
O 2.714 0.091 -1.069
O -1.440 0.493 2.513
N -1.616 -1.226 -0.285
C 0.345 0.885 -1.219
C 0.395 0.352 0.215
C -1.001 -0.781 2.061
C -0.492 -0.825 0.579
C 1.876 0.814 -1.814
H -0.060 1.863 -1.449
H -1.214 -1.767 -1.036
H -0.857 1.135 2.150
H 0.292 1.227 0.868
H -0.255 0.157 -1.776
H 2.095 1.899 -1.969
H 0.122 -1.713 0.653
H 1.457 0.078 0.309
H -2.060 -0.423 -0.705
H -1.851 -1.441 2.059
H 1.776 0.333 -2.815
H -0.226 -1.151 2.732
```

Results
2S+1 = 1
DFT total energy = -10963.4372 eV
SMILES = N[C@H](CO)CCC[O-]
charge = -1
energy relative to the best compared isomer or geometry (same formula, charge and spin) = 342.81 kJ/mol
HOMO-LUMO gap = 0.2383 Ha

=====

Entry 4:
Below is the ion C5H12NO2 with charge +1 at a distorted geometry, with properties calculated with ωB97M-V/def2-TZVPD.

Geometry as XYZ:
```
20
C5H12NO2, DFT ωB97M-V/def2-TZVPD
O -3.097 0.861 -0.688
O -2.133 0.439 -2.672
N 0.848 -1.340 1.811
C 2.002 -0.266 -0.093
C 0.847 -0.141 0.853
C -2.119 0.830 -1.378
C -0.737 1.074 -0.828
C -0.572 0.092 0.362
H 1.016 0.671 1.504
H 1.399 -1.050 2.595
H 1.131 -2.225 1.396
H 0.054 0.891 -1.545
H 2.265 -1.294 -0.371
H -0.604 2.089 -0.461
H 2.941 0.157 0.275
H -0.060 -1.450 2.280
H -1.038 -0.862 0.064
H 1.885 0.222 -1.051
H -1.267 0.361 1.163
H -2.760 0.940 -3.216
```

Results
2S+1 = 1
DFT total energy = -10957.9094 eV
SMILES = C[C@H]([NH3+])CCC(=O)O
charge = +1
energy relative to the best compared isomer or geometry (same formula, charge and spin) = 68.49 kJ/mol
HOMO-LUMO gap = 0.3703 Ha

=====

Entry 5:
Below is a cluster of 2 separate species, C5H12NO2 in total at a distorted geometry, with properties calculated with ωB97M-V/def2-TZVPD.

Geometry as XYZ:
```
20
C5H12NO2, DFT ωB97M-V/def2-TZVPD
O -3.091 0.796 0.493
O -3.313 -1.342 -0.069
N -0.182 -0.334 -0.176
C -3.114 -0.122 -0.424
C 0.660 0.648 0.569
C 2.191 -1.329 -0.121
C 1.574 1.655 -0.157
C 0.958 -0.778 0.584
H 1.067 2.582 -0.245
H 2.489 1.826 0.303
H 2.990 -0.673 0.007
H -2.785 1.594 0.256
H -3.379 -1.535 0.931
H 1.897 1.167 -1.170
H 2.259 -2.298 0.281
H 0.283 1.169 1.399
H -3.270 -0.116 -1.566
H 2.296 -1.334 -1.184
H -0.231 -0.237 -1.160
H 0.702 -1.339 1.446
```

Results
2S+1 = 1
DFT total energy = -10954.4891 eV
charge = +1
energy relative to the best compared isomer or geometry (same formula, charge and spin) = 398.50 kJ/mol
HOMO-LUMO gap = 0.2818 Ha

=====

Entry 6:
Below is a cluster of 2 separate species, C5H12NO2 in total at a distorted geometry, with properties calculated with ωB97M-V/def2-TZVPD.

Geometry as XYZ:
```
20
C5H12NO2, DFT ωB97M-V/def2-TZVPD
O 0.527 -0.473 -0.257
O 2.282 -0.662 -2.169
N -2.102 -0.212 0.520
C -1.072 0.494 1.128
C 1.873 -1.641 -3.222
C -1.279 1.845 1.759
C -1.187 0.747 2.694
C 0.237 0.275 0.691
H -0.416 2.479 1.761
H 2.441 -2.453 -3.016
H -2.310 2.163 1.470
H -2.819 -0.460 1.184
H 1.505 -0.468 -0.606
H 2.249 -1.132 -4.204
H 0.710 -1.777 -3.310
H -2.648 0.423 -0.177
H 3.140 -0.927 -1.966
H 1.050 0.895 1.219
H -1.940 0.200 3.290
H -0.242 0.684 3.213
```

Results
2S+1 = 1
DFT total energy = -10955.1593 eV
charge = +1
energy relative to the best compared isomer or geometry (same formula, charge and spin) = 333.84 kJ/mol
HOMO-LUMO gap = 0.3626 Ha

=====

Entry 7:
Below is a cluster of 2 separate species, C5H12NO2 in total at a distorted geometry, with properties calculated with ωB97M-V/def2-TZVPD.

Geometry as XYZ:
```
20
C5H12NO2, DFT ωB97M-V/def2-TZVPD
O -1.310 0.665 0.825
O -1.173 -2.552 0.943
N 0.046 -0.545 -1.199
C 1.210 0.348 -1.279
C -0.714 1.660 1.165
C 1.479 1.011 0.075
C 0.479 2.162 0.397
C 0.085 -1.790 -1.395
H -2.021 -2.681 1.384
H 0.967 -2.334 -1.710
H -1.061 2.227 2.043
H -0.782 -2.426 -1.299
H 0.045 2.620 -0.494
H 0.960 1.116 -2.001
H -0.549 -2.832 1.626
H 1.380 0.304 0.901
H 2.081 -0.235 -1.556
H 2.503 1.355 0.053
H 1.047 2.863 1.009
H -0.797 -0.160 -0.768
```

Results
2S+1 = 1
DFT total energy = -10957.4647 eV
charge = +1
energy relative to the best compared isomer or geometry (same formula, charge and spin) = 111.40 kJ/mol
HOMO-LUMO gap = 0.3676 Ha

=====

Entry 8:
Below is an isolated molecule of C5H12NO2P, with properties calculated with ωB97M-V/def2-TZVPD.

Geometry as XYZ:
```
21
C5H12NO2P, DFT ωB97M-V/def2-TZVPD
P -0.313 0.681 -0.893
O -3.617 0.006 0.288
O -2.999 2.153 -0.103
N -1.392 0.624 0.481
C 1.185 1.500 -0.218
C 2.244 0.661 0.503
C 0.189 -1.073 -1.004
C -2.693 1.029 0.167
C 0.482 -1.848 0.311
H -0.640 -1.560 -1.524
H 1.634 1.979 -1.094
H 1.479 -2.289 0.277
H 1.954 0.426 1.530
H -0.219 -2.679 0.426
H 0.828 2.307 0.428
H 1.056 -1.110 -1.667
H -3.837 -0.291 -0.606
H -1.401 -0.267 0.964
H 3.179 1.226 0.570
H 2.472 -0.262 -0.030
H 0.408 -1.212 1.193
```

Results
2S+1 = 1
DFT total energy = -20253.6804 eV
SMILES = CCP(CC)NC(=O)O
energy relative to the best compared isomer or geometry (same formula, charge and spin) = 37.44 kJ/mol
HOMO-LUMO gap = 0.3468 Ha

=====

Entry 9:
Below is the ion C5H12NO2S with charge -1 at a distorted geometry, with properties calculated with ωB97M-V/def2-TZVPD.

Geometry as XYZ:
```
21
C5H12NO2S, DFT ωB97M-V/def2-TZVPD
S 0.147 -0.610 1.950
O -0.001 -1.694 2.908
O -0.673 0.565 2.245
N 1.856 -0.083 2.085
C -0.291 0.061 -0.788
C -0.164 -0.438 -2.211
C 0.104 -1.099 0.292
C -1.716 0.553 -0.508
C 0.707 1.195 -0.441
H 1.675 0.709 -0.400
H -0.978 0.169 -2.738
H 2.293 -0.389 2.947
H 0.382 1.483 0.586
H -1.885 0.911 0.526
H 2.075 -0.809 1.319
H -0.323 -1.515 -2.331
H 0.451 2.073 -1.019
H 0.902 -0.233 -2.488
H -1.929 1.496 -1.198
H -0.215 -2.116 0.121
H -2.415 -0.230 -0.857
```

Results
2S+1 = 1
DFT total energy = -21798.6354 eV
SMILES = CC(C)(C)C=[S@](N)(=O)[O-]
charge = -1
energy relative to the best compared isomer or geometry (same formula, charge and spin) = 267.94 kJ/mol
HOMO-LUMO gap = 0.2474 Ha

=====

Entry 10:
Below is a structure of composition C5H12NO3 at a distorted geometry, with properties calculated with ωB97M-V/def2-TZVPD.

Geometry as XYZ:
```
21
C5H12NO3, DFT ωB97M-V/def2-TZVPD
O -2.296 0.630 -0.147
O 0.394 1.325 0.573
O 0.925 -0.640 -0.647
N 0.006 0.068 0.101
C 2.271 -0.154 -0.482
C -0.040 -0.856 1.789
C -1.499 -0.236 -0.317
C -1.567 -1.641 -0.835
C -0.054 2.375 -0.319
H 2.417 0.636 -1.288
H 0.625 -0.318 2.450
H -1.112 -2.409 -0.340
H 2.803 -1.140 -0.631
H -1.010 2.714 0.158
H 0.373 -1.831 1.564
H 2.255 0.402 0.515
H -2.648 -1.807 -0.657
H -1.128 -1.662 -1.901
H 0.690 3.181 -0.368
H -0.390 2.115 -1.349
H -1.015 -0.752 2.130
```

Results
2S+1 = 3
DFT total energy = -12994.7898 eV
charge = +1
energy relative to the best compared isomer or geometry (same formula, charge and spin) = 506.16 kJ/mol
HOMO-LUMO gap (alpha / beta) = 0.2566 / 0.2780 Ha

=====

Entry 11:
Below is the ion C5H12NS with charge +1 at a distorted geometry, with properties calculated with ωB97M-V/def2-TZVPD.

Geometry as XYZ:
```
19
C5H12NS, DFT ωB97M-V/def2-TZVPD
S 1.421 0.759 0.979
N -0.932 -0.166 0.546
C -1.786 -1.381 0.480
C 0.382 -0.144 -0.037
C 2.918 0.942 -0.020
C 0.628 -0.832 -1.211
C -1.725 1.029 0.123
H 2.619 1.166 -0.997
H 3.381 1.778 0.461
H 1.588 -1.088 -1.616
H -0.709 -0.112 1.591
H 3.641 0.177 0.206
H -2.683 1.192 0.581
H -1.795 1.049 -0.941
H -1.116 1.926 0.305
H -1.588 -1.920 1.368
H -2.831 -1.151 0.193
H -0.074 -1.437 -1.610
H -1.340 -1.789 -0.402
```

Results
2S+1 = 1
DFT total energy = -17696.2868 eV
SMILES = C=C(SC)[NH+](C)C
charge = +1
energy relative to the best compared isomer or geometry (same formula, charge and spin) = 231.55 kJ/mol
HOMO-LUMO gap = 0.3550 Ha

=====

Entry 12:
Below is a cluster of 2 separate species, C5H12NS in total at a distorted geometry, with properties calculated with ωB97M-V/def2-TZVPD.

Geometry as XYZ:
```
19
C5H12NS, DFT ωB97M-V/def2-TZVPD
S 0.112 1.525 2.455
N -0.958 0.143 -1.336
C -1.496 1.059 -0.590
C -1.053 -1.891 -2.531
C 1.478 -0.546 1.355
C 1.688 0.919 1.771
C -1.093 -1.260 -1.358
H 0.989 -1.134 2.145
H -1.302 2.093 -0.798
H -1.472 -2.899 -2.617
H -1.346 -1.708 -0.422
H 1.961 1.540 0.929
H 0.764 -0.548 0.482
H 2.405 -1.017 1.038
H 0.386 2.848 2.338
H 2.472 1.023 2.549
H -0.767 -1.387 -3.433
H -0.564 0.491 -2.153
H -2.204 0.750 0.176
```

Results
2S+1 = 1
DFT total energy = -17696.4613 eV
charge = +1
energy relative to the best compared isomer or geometry (same formula, charge and spin) = 214.72 kJ/mol
HOMO-LUMO gap = 0.2624 Ha

=====

Question: energy relative to the best compared isomer or geometry (same formula, charge and spin) of number 8 (C5H12NO2P)?
Answer: 37.44 kJ/mol

=====

Question: What is the DFT total energy in the fourth record?
Answer: -10957.9094 eV